C30H30O5 | wB97M-V/def2-TZVPD

The value obtained for the total energy is -1537.23165 hartree. Its total charge is 0. The calculation puts the HOMO energy at -5.20 eV. The value obtained for the orbital gap is 2.159 eV. Its spin multiplicity is 1.

Atoms and positions in Å:
C1 -2.778 -1.812 1.733
C2 -2.667 -1.823 0.242
C3 -2.731 -3.025 -0.518
C4 -2.659 -2.884 -2.002
C5 -2.915 -4.211 -2.714
C6 -2.223 -5.316 -1.934
O1 -2.802 -5.492 -0.654
C7 -2.932 -4.331 0.087
O2 -3.239 -4.393 1.275
O3 -2.522 -0.749 -0.333
H1 -2.726 -2.814 2.160
H2 -1.981 -1.214 2.170
H3 -3.722 -1.358 2.029
H4 -3.378 -2.117 -2.316
H5 -1.672 -2.489 -2.267
H6 -3.993 -4.412 -2.728
H7 -2.577 -4.182 -3.756
H8 -2.253 -6.281 -2.452
H9 -1.171 -5.068 -1.757
C8 -1.860 7.081 -1.792
O4 -0.621 6.585 -2.237
C9 -0.217 5.399 -1.640
C10 1.020 4.864 -2.037
C11 1.493 3.697 -1.505
C12 0.766 3.013 -0.513
C13 1.234 1.746 0.063
C14 1.709 0.734 -0.806
C15 2.229 -0.457 -0.401
C16 2.658 -1.519 -1.267
C17 3.095 -2.729 -0.712
C18 3.469 -3.781 -1.515
C19 3.425 -3.651 -2.890
C20 3.013 -2.461 -3.460
C21 2.636 -1.406 -2.663
C22 1.177 1.556 1.519
C23 1.726 2.534 2.368
C24 1.698 2.384 3.724
C25 1.092 1.266 4.317
O5 1.095 1.204 5.703
C26 0.487 0.058 6.247
C27 0.528 0.294 3.474
C28 0.578 0.431 2.113
C29 -0.466 3.559 -0.106
C30 -0.956 4.706 -0.667
H10 -2.057 8.025 -2.299
H11 -2.654 6.376 -2.037
H12 -1.830 7.258 -0.717
H13 1.598 5.411 -2.762
H14 2.448 3.306 -1.814
H15 1.629 0.939 -1.856
H16 2.322 -0.631 0.655
H17 3.127 -2.832 0.357
H18 3.790 -4.710 -1.072
H19 3.713 -4.479 -3.516
H20 2.988 -2.364 -4.533
H21 2.323 -0.484 -3.118
H22 2.203 3.390 1.925
H23 2.142 3.124 4.367
H24 0.572 0.108 7.334
H25 -0.569 0.026 5.976
H26 0.998 -0.836 5.892
H27 0.029 -0.556 3.903
H28 0.125 -0.306 1.472
H29 -1.045 3.022 0.627
H30 -1.920 5.075 -0.366

C30H31B2Cl2F40IO6 | wB97M-V/def2-TZVPD

The value obtained for the total energy is -6875.72162 hartree. Its structure (SMILES) is CCB(O)B(I)[C@@H](Cl)[C@H](C)Cl.FC(F)C(F)(F)COC(F)(F)C(F)F.FC(F)C(F)(F)COC(F)(F)C(F)F.FC(F)C(F)(F)COC(F)(F)C(F)F.FC(F)C(F)(F)COC(F)(F)C(F)F.FC(F)C(F)(F)COC(F)(F)C(F)F. Its total charge is 0. The calculation puts the HOMO energy at -9.42 eV. The value obtained for the orbital gap is 8.908 eV. Its spin multiplicity is 1.

Atoms and positions in Å:
C1 6.404 2.623 3.328
C2 5.663 2.232 2.034
B1 5.097 3.554 1.373
O1 6.027 4.494 0.973
B2 3.428 3.848 1.204
I1 2.553 3.651 -0.686
C3 2.510 4.235 2.449
Cl1 1.163 5.367 2.092
C4 1.998 2.960 3.146
C5 0.856 2.198 2.475
Cl2 1.515 3.375 4.842
H1 7.229 3.312 3.127
H2 5.744 3.135 4.043
H3 6.809 1.743 3.839
H4 4.855 1.525 2.269
H5 6.360 1.719 1.354
H6 5.831 5.399 1.134
H7 3.133 4.766 3.179
H8 2.863 2.303 3.279
H9 1.005 1.126 2.598
H10 -0.105 2.479 2.911
H11 0.808 2.411 1.399
C6 -1.800 1.144 5.907
C7 -1.479 -0.150 5.152
C8 -2.504 -0.655 4.125
F1 -3.651 -0.994 4.743
F2 -2.007 -1.761 3.530
F3 -1.163 -1.145 5.996
F4 -0.365 0.158 4.410
O2 -2.344 1.011 7.211
C9 -3.677 0.913 7.435
C10 -4.053 -0.371 8.201
F5 -3.668 -1.452 7.504
F6 -5.393 -0.410 8.346
F7 -4.390 0.999 6.298
F8 -4.057 1.949 8.223
H12 -0.831 1.621 6.054
H13 -2.403 1.802 5.278
H14 -2.700 0.100 3.366
H15 -3.577 -0.369 9.182
C11 3.637 0.060 -2.378
C12 4.273 -0.477 -1.098
C13 5.560 -1.309 -1.237
F9 5.322 -2.436 -1.934
F10 5.988 -1.654 -0.008
F11 3.372 -1.146 -0.362
F12 4.664 0.630 -0.392
O3 2.539 -0.694 -2.880
C14 2.671 -1.715 -3.765
C15 2.136 -3.055 -3.211
F13 2.803 -3.411 -2.107
F14 2.332 -4.004 -4.155
F15 3.923 -1.850 -4.213
F16 1.887 -1.426 -4.837
H16 3.208 1.022 -2.103
H17 4.395 0.238 -3.142
H18 6.339 -0.729 -1.737
H19 1.071 -2.974 -2.991
C16 -2.563 0.882 -3.112
C17 -1.313 1.699 -3.450
C18 -0.023 1.337 -2.703
F17 -0.188 1.532 -1.379
F18 0.958 2.171 -3.114
F19 -1.561 3.010 -3.317
F20 -1.038 1.446 -4.768
O4 -3.442 1.498 -2.189
C19 -3.329 1.337 -0.846
C20 -3.105 2.684 -0.123
F21 -1.982 3.274 -0.561
F22 -2.963 2.440 1.199
F23 -2.382 0.450 -0.515
F24 -4.509 0.855 -0.381
H20 -3.123 0.831 -4.046
H21 -2.292 -0.134 -2.821
H22 0.280 0.306 -2.885
H23 -3.959 3.343 -0.284
C21 4.110 -5.632 -6.396
C22 3.961 -7.125 -6.092
C23 5.215 -8.006 -6.199
F25 5.674 -8.015 -7.464
F26 4.893 -9.269 -5.858
F27 2.967 -7.663 -6.818
F28 3.607 -7.193 -4.769
O5 3.715 -5.205 -7.690
C24 4.564 -5.171 -8.750
C25 4.080 -6.058 -9.918
F29 3.986 -7.338 -9.523
F30 4.982 -5.987 -10.919
F31 5.823 -5.469 -8.410
F32 4.572 -3.901 -9.230
H24 3.406 -5.147 -5.722
H25 5.111 -5.282 -6.139
H26 5.998 -7.646 -5.528
H27 3.111 -5.706 -10.272
C26 -8.612 1.095 2.649
C27 -9.460 2.366 2.769
C28 -9.302 3.431 1.670
F33 -8.047 3.917 1.667
F34 -10.149 4.447 1.921
F35 -9.308 2.932 3.975
F36 -10.761 1.947 2.652
O6 -7.435 1.056 3.438
C29 -6.231 1.505 3.004
C30 -5.665 2.623 3.905
F37 -6.490 3.679 3.918
F38 -4.472 3.014 3.392
F39 -6.255 1.881 1.714
F40 -5.349 0.479 3.096
H28 -9.247 0.309 3.059
H29 -8.418 0.863 1.601
H30 -9.533 3.010 0.690
H31 -5.508 2.236 4.908

C30H31Cl2N10O2SSeZr | wB97M-V/def2-TZVPD

The value obtained for the total energy is -5626.91528 hartree. Its total charge is +1. The relative energy (zero: lowest compared OMol25 entry of this formula, charge and spin) is 20.6 kcal/mol. The calculation puts the HOMO energy at -9.92 eV. The value obtained for the orbital gap is 6.500 eV. Its spin multiplicity is 1.

Atoms and positions in Å:
Zr1 -0.419 -0.001 0.131
Cl1 -3.732 -0.546 -5.942
C1 -3.435 -0.463 -4.245
C2 -2.141 -0.672 -3.786
C3 -1.881 -0.605 -2.430
N1 -0.676 -0.926 -1.787
C4 0.487 -1.270 -2.374
O1 0.924 -0.984 -3.475
C5 1.247 -2.163 -1.415
C6 2.035 -3.187 -1.896
C7 2.555 -4.104 -0.994
C8 2.292 -3.932 0.355
C9 1.525 -2.854 0.754
N2 0.996 -1.982 -0.105
C10 -2.911 -0.321 -1.518
C11 -4.204 -0.125 -1.981
C12 -4.461 -0.194 -3.346
Cl2 -6.074 0.066 -3.892
N3 -2.481 -0.340 -0.171
C13 -3.339 -0.423 0.884
O2 -4.542 -0.307 0.887
C14 -2.613 -0.816 2.152
C15 -3.358 -1.133 3.268
C16 -2.712 -1.616 4.393
C17 -1.332 -1.747 4.358
C18 -0.656 -1.378 3.216
N4 -1.270 -0.925 2.114
H1 -1.352 -0.896 -4.491
H2 2.205 -3.259 -2.964
H3 3.139 -4.947 -1.343
H4 2.675 -4.621 1.096
H5 1.335 -2.673 1.801
H6 -5.005 0.074 -1.289
H7 -4.429 -1.000 3.213
H8 -3.274 -1.892 5.277
H9 -0.779 -2.118 5.211
H10 0.422 -1.420 3.188
N5 2.049 3.555 -0.232
C19 1.298 4.606 -0.959
C20 0.649 4.121 -2.259
C21 -0.742 3.490 -2.132
N6 -0.785 2.023 -1.886
H11 1.721 3.470 0.722
H12 3.035 3.780 -0.200
H13 1.974 5.429 -1.188
H14 0.515 4.995 -0.309
H15 1.333 3.452 -2.797
H16 0.527 5.001 -2.895
H17 -1.294 3.700 -3.048
H18 -1.279 3.971 -1.318
H19 -0.551 1.556 -2.756
H20 -1.766 1.808 -1.740
C22 4.119 0.213 -2.737
C23 3.944 0.012 -1.278
N7 4.818 -0.500 -0.474
N8 4.214 -0.458 0.754
C24 2.993 0.062 0.738
S1 1.852 0.333 1.954
N9 2.811 0.356 -0.559
N10 1.585 0.930 -0.964
H21 5.115 -0.125 -3.015
H22 4.023 1.272 -2.996
H23 3.370 -0.341 -3.302
H24 4.713 -0.779 1.565
H25 1.636 1.961 -0.636
H26 1.568 0.926 -1.976
Se1 -1.051 2.361 1.060
C25 -1.471 2.624 2.919
C26 -2.430 3.585 3.221
C27 -2.766 3.833 4.547
C28 -2.153 3.124 5.573
C29 -1.188 2.175 5.269
C30 -0.840 1.928 3.945
H27 -2.915 4.127 2.418
H28 -3.514 4.584 4.775
H29 -2.418 3.320 6.604
H30 -0.694 1.628 6.066
H31 -0.058 1.223 3.719

C30H31ClN3O7P | wB97M-V/def2-TZVPD

The value obtained for the total energy is -2654.29696 hartree. Its structure (SMILES) is CCCc1cc2c(cc1CC(=O)Cl)C(=O)c1c(ccc(CC(=O)OC(C)=O)c1P(C)O)C2=O.CC#N.CC#N.CC#N. Its total charge is 0. The calculation puts the HOMO energy at -8.50 eV. The value obtained for the orbital gap is 7.602 eV. Its spin multiplicity is 1.

Atoms and positions in Å:
C1 -3.182 2.545 0.653
C2 -2.554 3.477 1.711
C3 -1.125 3.899 1.307
C4 -0.247 2.754 0.890
C5 -0.151 1.664 1.758
C6 0.671 0.585 1.472
C7 1.431 0.558 0.307
C8 1.346 1.637 -0.560
C9 0.519 2.727 -0.291
C10 0.530 3.875 -1.278
C11 -0.796 4.160 -1.935
O1 -1.484 3.393 -2.499
Cl1 -1.280 5.895 -1.892
C12 2.349 -0.568 0.012
O2 3.278 -0.383 -0.737
C13 2.124 -1.870 0.708
C14 1.396 -1.811 1.902
C15 1.190 -2.945 2.671
C16 1.729 -4.140 2.223
C17 2.449 -4.229 1.035
C18 3.028 -5.583 0.672
C19 3.158 -6.528 1.829
O3 3.968 -6.440 2.682
O4 2.240 -7.568 1.759
C20 1.752 -8.022 2.985
C21 0.377 -7.548 3.340
O5 2.373 -8.760 3.662
C22 2.643 -3.095 0.218
P1 3.537 -3.040 -1.408
C23 3.507 -4.715 -2.160
O6 2.407 -2.314 -2.384
C24 0.796 -0.545 2.418
O7 0.402 -0.462 3.558
H1 -4.250 2.717 0.607
H2 -2.719 2.752 -0.302
H3 -2.967 1.522 0.934
H4 -2.557 3.026 2.697
H5 -3.121 4.403 1.766
H6 -1.171 4.700 0.581
H7 -0.662 4.341 2.192
H8 -0.731 1.670 2.669
H9 1.939 1.660 -1.462
H10 1.226 3.672 -2.087
H11 0.853 4.776 -0.761
H12 0.652 -2.908 3.603
H13 1.561 -5.008 2.840
H14 2.494 -6.062 -0.139
H15 4.040 -5.428 0.310
H16 -0.184 -8.366 3.769
H17 -0.144 -7.234 2.439
H18 0.444 -6.713 4.027
H19 4.328 -5.306 -1.768
H20 2.599 -5.298 -2.012
H21 3.665 -4.617 -3.229
H22 1.708 -2.954 -2.572
C25 -6.461 2.928 -2.098
C26 -6.802 2.208 -0.876
N1 -7.074 1.646 0.085
H23 -7.326 3.498 -2.433
H24 -5.632 3.608 -1.909
H25 -6.171 2.224 -2.874
C27 -2.151 -0.271 -3.939
C28 -2.980 0.018 -2.775
N2 -3.633 0.254 -1.863
H26 -1.116 -0.404 -3.629
H27 -2.499 -1.180 -4.425
H28 -2.206 0.556 -4.644
C29 1.493 9.195 -1.550
C30 1.351 8.107 -0.590
N3 1.235 7.254 0.166
H29 2.375 9.785 -1.310
H30 1.597 8.789 -2.554
H31 0.615 9.836 -1.513